(1)
Computed, not measured: a structure of composition C30H25BrClN4O5Ru, with ωB97M-V with the def2-TZVPD basis set.

Last column: natural (NBO) charge in e.
Positions of all 67 atoms, in Å:
N -0.002 0.360 -7.017  -0.41
C -1.529 2.562 -1.021  0.06
Cl -0.995 -4.614 0.032  0.02
C 1.341 1.580 -4.868  -0.15
H -1.216 -0.623 -5.656  0.22
C 0.302 0.701 -4.629  -0.20
C 2.605 3.866 3.849  -0.23
C 1.167 -0.928 5.619  -0.42
C -3.854 3.073 -0.788  -0.14
Br 2.951 3.154 -6.788  0.07
O -4.336 -0.953 0.184  -0.61
C -0.048 -4.048 -1.297  -0.01
H 0.998 1.538 -8.250  0.21
C -3.016 0.848 -0.579  0.08
H -4.663 3.689 -0.762  0.21
H 2.910 4.936 3.741  0.22
H -2.311 -2.652 4.274  0.24
C -0.142 -4.710 -2.499  -0.23
N -1.757 1.252 -0.892  -0.47
C 1.545 -2.580 -2.306  -0.18
O 0.304 0.477 1.284  -0.69
N 0.924 0.088 3.461  -0.27
C 0.079 -0.076 2.371  0.64
H 2.789 1.066 1.916  0.24
C -0.941 -0.964 2.777  -0.42
C 1.458 -3.231 -3.515  -0.20
C 1.042 -2.259 0.110  -0.68
H 3.799 3.364 2.052  0.22
C -4.077 1.697 -0.575  -0.21
H 2.032 -2.815 -4.339  0.22
C -1.624 -2.137 4.936  -0.66
C -0.006 0.230 -3.265  0.76
C 1.547 1.347 3.618  0.13
C 1.122 2.183 4.648  -0.25
C 0.825 -2.896 -1.166  -0.12
H -2.183 -1.472 5.544  0.23
H 1.349 4.208 5.471  0.22
O -2.127 -1.314 -0.133  -0.79
H 1.705 -1.826 5.338  0.20
C -0.721 -1.232 4.056  0.29
N 0.276 -0.479 4.574  -0.23
H 0.337 1.792 5.322  0.23
O 0.709 0.695 -2.281  -0.78
C 0.957 1.261 -7.193  0.01
Ru -0.276 -0.632 -0.731  1.58
H 0.599 -0.987 6.551  0.22
C 1.618 1.931 -6.195  -0.14
C -2.517 3.552 -0.961  -0.25
C 3.012 3.007 2.799  -0.18
H -2.347 4.599 -1.177  0.23
H -0.853 -5.530 -2.647  0.23
H 1.892 -0.092 5.776  0.23
H 0.663 -2.863 0.853  0.22
H 2.008 -1.947 0.467  0.23
H 2.090 -1.685 -2.190  0.21
C -3.228 -0.592 -0.182  0.76
H 0.520 -4.835 -4.567  0.22
H 1.967 1.996 -4.072  0.25
H -5.069 1.277 -0.388  0.25
C 0.594 -4.307 -3.633  -0.18
H -1.126 -2.977 5.457  0.23
H -0.506 2.782 -1.270  0.22
C 2.558 1.714 2.745  -0.21
H -1.658 -1.425 2.163  0.27
C -0.346 0.078 -5.770  0.09
O -0.780 -0.706 -3.104  -0.67
C 1.661 3.484 4.719  -0.19

Energy above the lowest of the compared OMol25 structures with the same formula, charge and spin   2.60 kcal/mol
2S+1   6
Kohn-Sham gap (alpha / beta)   7.134 / 7.535 eV
LUMO (alpha / beta)   0.26 / -0.97 eV
Net charge   0

=====

(2)
Computed, not measured: a structure of composition C30H25Cl5N5O5RuS, with ωB97M-V with the def2-TZVPD basis set.

Last column: Löwdin charge in e.
Positions of all 72 atoms, in Å:
H -1.355 0.281 -0.522  0.06
N 2.374 1.758 0.385  -0.06
O -0.974 -3.822 1.704  -0.11
C -0.895 4.821 -1.756  -1.01
H 1.266 -1.915 5.173  0.10
H -3.008 -0.606 4.347  0.09
C -2.614 -1.626 4.401  -0.21
C 3.367 2.293 -0.522  -0.08
H -1.659 1.280 2.335  -0.07
H 1.751 4.200 0.245  0.11
C -1.868 -0.939 -2.248  -0.09
H -2.817 2.501 0.040  0.06
C 1.492 0.743 0.177  -0.13
H -0.319 2.640 0.685  0.08
H 1.524 -0.329 4.471  0.09
O 3.161 -2.156 3.411  -0.08
H 3.900 3.084 0.007  0.13
C 2.224 2.140 1.704  -0.07
N -0.304 -1.250 3.929  -0.10
C -2.079 3.158 -0.398  -0.39
C -1.373 -2.999 -0.501  -0.09
C -1.803 -4.648 -2.245  -0.63
C 0.172 1.147 -3.923  -0.09
H 2.762 -0.926 -4.578  0.10
O -0.945 -1.697 6.101  -0.08
C -1.716 -3.295 -1.851  -0.19
C -1.466 -0.717 -0.927  -0.16
Cl -0.472 6.065 -2.870  0.64
Cl 0.068 -1.065 -5.479  0.69
Cl -1.065 -6.727 1.071  0.62
H 2.836 2.909 2.145  0.11
H 1.491 5.646 -0.734  0.12
C -1.982 0.292 1.971  -0.27
O 1.409 -2.092 2.012  -0.15
Cl -2.209 -5.054 -3.912  0.58
C 2.209 -0.101 -4.154  -0.13
S -2.503 4.235 -1.668  0.98
C 0.827 2.031 -3.083  0.01
H -3.713 -2.311 2.789  0.08
H -3.074 0.250 1.819  -0.07
C -1.168 -1.531 4.879  -0.59
C 2.166 1.881 -2.743  -0.18
O 2.243 4.143 -1.788  -0.09
H -2.087 -0.089 -2.884  0.08
N -1.233 -1.700 -0.068  -0.02
C -0.765 3.252 -0.083  -0.13
C -1.295 -5.389 -0.027  -0.60
C -1.187 -4.071 0.502  -0.42
H -3.160 -2.163 5.183  0.10
H -1.657 -6.694 -1.680  0.09
C 1.108 -1.326 4.269  -0.16
H -2.277 -2.406 -3.745  0.06
H 0.829 1.324 3.210  0.10
Ru -0.760 -1.286 1.921  1.09
H -2.298 -3.140 3.019  0.05
C 0.866 0.070 -4.438  -0.65
C 1.243 1.346 2.217  -0.13
N 0.797 0.491 1.248  0.03
C -0.059 4.210 -0.872  -0.33
C 1.971 -1.925 3.136  -0.70
H 4.092 1.511 -0.752  0.10
C -1.587 -5.665 -1.352  -0.18
C 1.394 4.559 -0.720  -0.15
H 3.817 3.124 -2.372  0.14
Cl 4.570 0.622 -3.146  0.72
H 0.283 2.874 -2.688  0.09
N -2.746 -2.227 3.070  -0.03
C 2.844 0.817 -3.333  -0.57
H 1.395 0.220 -0.761  0.14
C 2.885 2.879 -1.852  -0.28
C -1.985 -2.213 -2.721  -0.08
H -0.867 1.301 -4.179  0.10

Energy above the lowest of the compared OMol25 structures with the same formula, charge and spin   48.58 kcal/mol
2S+1   2
Kohn-Sham gap (alpha / beta)   3.148 / 3.701 eV
LUMO (alpha / beta)   3.34 / 3.34 eV
Net charge   -2

=====

(3)
Computed, not measured: a structure of composition C30H25ClLaN4O3SSeTe, with ωB97M-V with the def2-TZVPD basis set.

Last column: natural (NBO) charge in e.
Positions of all 67 atoms, in Å:
C -0.317 4.004 -1.278  -0.26
H -2.578 -6.859 -2.649  0.23
C -0.013 1.543 5.742  -0.09
N -0.001 -0.977 3.124  -0.76
C -3.798 0.088 0.356  -0.19
C 0.162 0.215 3.704  0.28
H -1.256 -3.530 0.739  0.20
C 0.404 2.570 4.980  -0.26
H -0.099 6.137 -1.522  0.26
C -2.267 -6.107 -1.908  -0.19
C 2.920 -1.989 -3.257  -0.18
O 3.137 6.900 0.937  -1.00
C -0.161 0.272 5.099  0.06
H -1.900 -4.521 -3.371  0.23
C -1.477 -3.905 -1.355  -0.27
Cl 2.250 -2.794 1.202  -0.01
H -0.224 1.580 6.788  0.26
H 1.101 3.195 2.976  0.25
Se -0.548 -2.116 4.431  1.11
C 0.700 2.398 3.601  0.17
C 2.189 4.132 -0.069  -0.17
H -2.030 -5.745 1.442  0.22
H -2.578 -7.412 -0.274  0.23
C -2.747 -0.731 -0.020  -0.27
H -1.340 1.620 -0.630  0.41
C 3.212 -0.997 -2.350  -0.19
C 2.335 -3.463 -1.442  -0.19
O 1.545 7.934 -0.624  -0.99
O 3.474 6.724 -1.448  -1.00
N 0.585 1.263 2.952  -0.57
La 0.989 -0.039 0.603  1.97
H -4.774 1.181 -2.744  0.24
H 3.959 -0.466 0.957  0.25
H -4.059 0.207 1.388  0.22
C -1.981 -5.487 0.401  -0.19
H 3.704 -0.062 -2.636  0.24
H 3.183 4.177 0.343  0.25
C 0.281 2.837 -0.838  0.14
C 3.431 -0.146 0.053  -0.99
H -5.249 1.497 -0.278  0.23
C -2.279 -6.443 -0.567  -0.18
C 2.522 -3.238 -2.781  -0.23
H 2.358 -4.046 -3.463  0.24
H 2.155 2.048 -0.022  0.16
C -3.176 -0.207 -2.343  -0.18
H 3.940 0.716 -0.355  0.25
C -4.213 0.653 -1.966  -0.20
H -2.901 -0.304 -3.378  0.22
C 2.615 -2.430 -0.557  -0.06
Te -0.791 -2.013 -1.925  0.61
N -0.375 1.531 -0.992  -0.96
H -1.294 3.979 -1.787  0.22
H -0.491 1.350 -1.999  0.41
N -0.546 -0.895 5.652  -0.56
C -1.910 -4.807 -2.333  -0.22
H 2.072 -4.452 -1.069  0.24
S 2.514 6.904 -0.357  2.42
H -2.177 -1.207 0.728  0.20
C 1.565 2.930 -0.269  -0.32
C -2.433 -0.843 -1.378  -0.31
C 3.126 -1.184 -0.925  -0.13
C 1.562 5.322 -0.433  -0.26
H 3.091 -1.799 -4.309  0.24
C -4.508 0.794 -0.618  -0.20
H 0.579 3.538 5.441  0.27
C 0.351 5.231 -1.109  -0.15
C -1.522 -4.252 -0.010  -0.24

Energy above the lowest of the compared OMol25 structures with the same formula, charge and spin   29.72 kcal/mol
Kohn-Sham gap   3.974 eV
LUMO   -5.44 eV
Net charge   +1

=====

(4)
Computed, not measured: a structure of composition C30H25FeN5O4S3, with ωB97M-V with the def2-TZVPD basis set.

Last column: natural (NBO) charge in e.
Positions of all 68 atoms, in Å:
C 2.427 -0.496 1.010  -0.32
S 2.728 -1.346 2.614  0.25
O 0.596 -2.544 -3.516  -0.65
H 3.268 1.366 3.545  0.22
C -1.331 -3.284 -4.704  -0.33
H -3.826 1.844 -0.684  0.23
C -0.753 -2.509 -3.701  0.41
H -0.205 -3.696 1.398  0.23
H 2.976 -4.430 -1.475  0.21
H 5.039 -0.792 2.293  0.22
C 3.914 -0.744 -1.045  -0.22
S 3.184 1.181 1.140  0.25
N 0.201 -0.851 -1.445  -0.40
C -1.554 -1.699 -2.886  -0.18
H -4.503 1.479 2.224  0.18
H 0.035 3.413 -0.669  0.26
C 2.643 -2.649 -0.348  -0.11
C -3.508 -2.479 -4.120  -0.26
H -3.594 2.966 3.805  0.22
C 0.904 -0.341 0.810  0.10
H 4.608 -3.409 -3.021  0.21
C -0.639 4.619 3.654  -0.23
H -3.538 -1.083 -2.490  0.23
O -2.446 1.246 2.060  -0.53
C -1.934 4.313 4.029  -0.20
C 0.505 -2.975 1.015  -0.33
C 0.047 -1.590 1.041  0.60
N 0.420 0.176 -0.466  -0.43
N -1.806 2.449 -0.447  -0.47
H -2.470 4.961 4.710  0.22
C -0.569 2.637 2.296  0.15
H 1.747 -4.467 0.346  0.21
S -1.755 4.429 -2.017  0.47
Fe -1.167 0.660 0.374  0.96
C -3.241 3.604 -1.812  -0.45
C -2.698 -3.274 -4.917  -0.19
N 0.160 1.813 1.352  -0.25
H -4.133 3.900 -2.337  0.25
N 0.201 0.588 1.783  -0.22
C 4.476 -1.482 -2.079  -0.19
C 4.160 -2.817 -2.234  -0.22
C 3.250 -3.388 -1.360  -0.15
H 5.175 -1.002 -2.752  0.21
H -3.122 -3.886 -5.702  0.21
C -2.572 3.181 3.526  -0.28
H 4.851 1.620 2.770  0.23
C -3.075 2.567 -0.960  -0.02
C -2.929 -1.711 -3.124  -0.15
H -4.579 -2.458 -4.271  0.21
O -1.953 -0.077 -1.191  -0.75
C 0.036 3.780 2.771  -0.21
C -1.044 -0.836 -1.778  0.52
O -1.160 -1.339 1.121  -0.56
H -3.703 0.638 3.586  0.19
H 0.967 -3.138 -4.177  0.47
C 3.947 1.009 2.770  -0.53
C 4.249 -0.460 2.969  -0.54
H -3.865 -0.175 2.009  0.22
C -3.712 0.779 2.504  -0.24
H 4.196 0.290 -0.928  0.23
H 1.048 3.993 2.448  0.23
H -0.153 5.507 4.036  0.22
H -0.687 -3.901 -5.323  0.20
C 1.617 -3.391 0.402  -0.05
C 3.008 -1.303 -0.156  0.08
C -1.888 2.348 2.660  0.27
H 4.536 -0.693 3.995  0.24
C -1.011 3.358 -0.932  -0.10

Energy above the lowest of the compared OMol25 structures with the same formula, charge and spin   78.48 kcal/mol
Kohn-Sham gap (alpha / beta)   6.830 / 6.780 eV
LUMO (alpha / beta)   0.05 / 0.04 eV
Net charge   0

=====

(5)
Computed, not measured: a structure of composition C30H25InN5O19S2V, with ωB97M-V with the def2-TZVPD basis set.

Last column: Löwdin charge in e.
Positions of all 83 atoms, in Å:
H -7.178 3.665 8.265  0.09
H -2.211 2.690 4.421  0.13
O -7.922 -0.934 13.315  0.09
H -3.497 0.067 16.612  0.12
S -11.129 -0.693 5.750  0.43
H -13.963 -0.912 11.377  0.12
O -6.753 -0.472 7.547  -0.32
H -4.653 -4.400 8.148  0.12
N -6.829 -0.421 13.499  -0.31
In -4.570 1.936 10.742  1.15
C -6.055 -0.845 14.650  -0.17
C -5.133 -2.943 9.676  -0.16
H -7.772 -5.483 10.854  0.11
O -7.073 0.313 9.880  -0.33
O -2.628 2.959 6.814  0.11
H -9.211 0.040 10.414  0.10
N -5.070 5.277 8.184  -0.31
C -10.916 0.544 11.626  -0.04
C -5.891 -2.653 10.770  -0.01
C -6.909 -3.515 11.174  -0.04
O -8.009 0.091 5.119  -0.11
C -7.842 6.956 6.404  -0.06
O -4.033 -0.927 9.777  -0.02
N -4.085 -2.027 9.247  -0.32
H -5.477 -3.690 16.373  0.11
O -11.854 -0.533 4.501  -0.05
C -10.271 -0.133 10.604  0.03
C -6.150 -2.164 15.011  -0.01
H -4.836 -1.492 4.302  0.11
C -3.752 -0.037 3.157  -0.06
C -7.089 -4.724 10.483  -0.05
H -10.337 1.205 12.254  0.12
C -12.289 -1.400 10.114  0.00
H -6.314 -5.982 8.906  0.11
O -3.341 1.196 7.858  -0.01
O -6.315 0.444 12.769  -0.07
C -6.572 6.680 6.894  0.01
H -5.038 1.061 14.926  0.12
O -9.982 -1.650 5.687  -0.29
C -6.319 -4.988 9.344  -0.06
C -3.833 -0.072 5.548  0.00
H -3.717 -2.247 17.293  0.11
H -6.906 -2.796 14.557  0.12
C -12.922 -0.735 11.137  -0.04
H -7.470 -3.284 12.072  0.09
O -9.217 -1.429 8.470  -0.04
C -4.170 -0.638 4.338  -0.06
O -3.305 -2.413 8.400  0.11
H -4.044 -0.457 2.204  0.11
C -2.707 1.731 4.430  0.01
C -8.864 6.028 6.577  -0.06
O -5.992 1.753 8.338  -0.39
O -10.654 -2.973 8.658  0.18
H -12.772 0.877 12.598  0.11
N -3.048 1.825 6.840  -0.32
O -8.299 1.153 7.830  -0.33
H -2.656 1.551 2.282  0.11
H -4.240 -0.447 6.477  0.10
H -5.814 7.451 6.826  0.13
C -2.954 1.097 3.221  -0.06
O -5.001 4.369 9.034  -0.07
C -5.328 -4.102 8.936  0.01
O -12.178 -1.111 6.698  -0.05
O -10.400 0.510 6.263  -0.30
V -8.571 -0.344 6.508  1.15
C -6.357 5.500 7.578  -0.16
O -4.148 5.985 7.813  0.11
C -3.192 1.147 5.571  -0.15
C -4.303 -0.504 16.163  -0.06
C -7.372 4.596 7.740  -0.01
H -9.841 6.230 6.138  0.11
H -12.750 -2.200 9.547  0.13
C -12.252 0.264 11.873  -0.04
H -9.408 4.090 7.452  0.10
C -4.405 -1.837 16.560  -0.05
H -5.743 -1.728 11.307  0.10
H -7.970 7.882 5.862  0.11
N -10.228 -1.920 8.962  -0.32
C -5.133 0.022 15.198  0.00
C -5.390 -2.671 16.034  -0.05
S -6.996 0.709 8.481  0.34
C -8.667 4.862 7.324  -0.04
C -10.955 -1.119 9.886  -0.15

2S+1   2
Kohn-Sham gap (alpha / beta)   5.582 / 4.058 eV
LUMO (alpha / beta)   -6.17 / -7.70 eV
Net charge   +1

=====

(6)
Computed, not measured: a structure of composition C30H25InN5O23S3V, with ωB97M-V with the def2-TZVPD basis set.

Last column: Löwdin charge in e.
Positions of all 88 atoms, in Å:
H 6.099 -2.846 1.494  0.12
O -6.841 0.926 0.381  0.10
C 5.570 0.491 1.842  -0.01
H -0.116 -3.553 2.353  0.09
C 4.680 -1.690 0.348  -0.06
C 0.894 1.651 -6.159  -0.01
C -6.420 -2.334 -2.042  -0.07
H -3.767 -5.800 4.129  0.10
O 0.106 4.760 -1.940  -0.38
N 7.159 -0.891 3.058  -0.36
O 7.791 -1.941 3.048  0.06
H -0.404 -1.262 1.831  0.08
C 1.208 2.937 -6.556  -0.15
H 1.070 5.081 -6.025  0.12
V 0.904 3.416 -0.699  1.10
H -2.499 -4.750 0.251  0.11
H -0.618 4.667 -4.320  0.10
O 1.920 3.564 1.091  -0.33
H 1.393 0.379 2.120  0.10
H 1.223 0.774 -6.693  0.11
C 0.553 -1.552 2.251  -0.05
H -0.101 0.501 -4.621  0.10
H -3.070 -2.488 -2.038  0.12
H 3.343 -0.196 3.454  0.12
S -0.456 0.995 -0.756  0.27
H 4.193 1.635 0.626  0.11
H -1.116 2.393 -3.540  0.10
H -2.470 -2.233 0.916  0.11
O 2.574 2.107 -8.238  0.05
C 1.546 -0.614 2.516  -0.04
C -3.416 -5.076 3.408  -0.05
C -5.133 -2.830 -2.249  -0.07
C 1.793 -3.263 3.357  -0.01
C 4.639 0.674 0.847  -0.06
N 2.212 3.106 -7.617  -0.34
O -0.515 0.287 -2.008  -0.28
O -3.422 -0.464 2.490  0.02
H -2.873 -6.393 1.799  0.10
O -0.907 2.417 -0.796  -0.44
H -3.415 -0.315 -0.737  0.10
C -0.498 2.580 -4.407  -0.06
C -2.722 -3.024 1.612  -0.02
In -2.394 2.578 1.776  1.16
N -3.374 -1.352 3.318  -0.33
O 2.276 3.164 -1.532  -0.19
H 5.852 1.349 2.439  0.13
C -2.992 -5.367 2.120  -0.07
C 5.690 -1.865 1.300  0.00
O -1.342 0.369 0.231  -0.40
C 4.114 -0.432 0.197  -0.07
H -4.008 -3.529 4.728  0.12
S 0.400 6.189 -1.728  0.31
O 1.068 5.241 2.713  -0.27
C 2.621 -0.986 3.292  0.01
C -4.051 -2.148 -1.732  -0.06
O -0.745 6.867 -1.108  -0.09
O 4.777 -1.963 4.822  0.08
O -3.503 -1.151 4.513  0.09
C 0.768 4.058 -5.864  0.02
O 2.678 4.225 -7.798  0.06
H 3.268 -0.231 -0.451  0.11
C -3.533 -3.727 3.779  0.00
C 6.080 -0.772 2.094  -0.17
O 0.912 1.290 -0.261  -0.34
N 3.877 -2.721 4.529  -0.34
C -5.529 -0.415 -0.929  -0.13
H 4.259 -2.517 -0.206  0.11
H 1.839 -4.280 3.719  0.12
C 2.763 -2.327 3.674  -0.14
H -7.616 -0.687 -1.422  0.12
O 0.766 6.921 -2.914  -0.20
C -4.237 -0.925 -1.095  0.02
O 7.422 0.004 3.834  0.08
O -0.221 4.305 0.948  -0.49
O 1.399 6.164 -0.649  -0.16
C 0.660 -2.867 2.663  -0.06
O 3.931 -3.914 4.790  0.05
O 0.352 2.897 2.804  -0.38
C -3.186 -2.731 2.894  -0.14
H -7.250 -2.800 -2.558  0.10
S 0.833 4.003 1.989  0.26
N -5.713 0.680 0.009  -0.34
C -6.622 -1.113 -1.429  -0.01
C -2.623 -4.336 1.246  -0.08
H -4.987 -3.588 -3.009  0.11
C -0.117 3.846 -4.811  -0.07
O -4.721 1.292 0.348  -0.04
C 0.067 1.476 -5.059  -0.05

Energy above the lowest of the compared OMol25 structures with the same formula, charge and spin   14.53 kcal/mol
2S+1   2
Kohn-Sham gap (alpha / beta)   7.309 / 6.179 eV
LUMO (alpha / beta)   -0.48 / -1.61 eV
Net charge   -1

=====

- What is the net charge in the second record?
  -2

=====

- The lowest net charge belongs to which entry?
  C30H25Cl5N5O5RuS